# 1
Entry from the OMol25 dataset: an isolated molecule of C7H12 in a non-equilibrium geometry (wB97M-V/def2-TZVPD).

Each line ends with the Löwdin charge.
Atoms and positions in Å:
C  1.15847  -0.69108  -1.68748  -0.07
C  -0.25575  -0.39182  -1.29400  -0.25
C  -1.31999  -0.44642  0.03259  -0.11
C  -0.87431  -0.58641  1.48632  -0.18
C  0.39443  0.24966  1.63158  -0.19
C  0.26982  1.33702  0.53702  -0.14
C  -0.69293  0.80437  -0.56016  -0.25
H  1.28084  -1.70739  -2.08274  0.07
H  1.38410  -0.00492  -2.51727  0.08
H  1.88004  -0.50246  -0.89433  0.06
H  -0.90713  -0.61851  -2.15725  0.13
H  -1.53246  -1.30934  -0.52324  0.09
H  -1.65885  -0.20756  2.16222  0.11
H  -0.72529  -1.63500  1.74058  0.10
H  0.48276  0.66263  2.64306  0.10
H  1.27859  -0.37933  1.47745  0.10
H  1.25567  1.63444  0.15533  0.11
H  -0.18260  2.23502  0.97043  0.11
H  -1.23541  1.55710  -1.12011  0.12

Calculated values
SMILES string = C[C@H]1[C@H]2CCC[C@@H]12
charge = 0

# 2
Entry from the OMol25 dataset: a 15-piece molecular cluster, C22H75NO15 overall in a non-equilibrium geometry (wB97M-V/def2-TZVPD).

Each line ends with the Löwdin charge.
Atoms and positions in Å:
C  0.72642  1.14057  1.01364  -0.04
C  -0.38791  0.60099  0.12845  -0.38
C  -0.47848  -0.94483  0.07092  -0.11
O  0.67608  -1.52187  -0.56639  -0.23
C  0.74536  -2.90719  -0.48839  -0.11
N  -1.60010  1.15273  0.70521  0.06
H  0.68171  2.22961  1.00381  0.05
H  1.74652  0.88269  0.72906  0.07
H  0.53557  0.72576  2.00339  0.07
H  -0.31407  0.95871  -0.89853  0.12
H  -1.37530  -1.28077  -0.44962  0.10
H  -0.39680  -1.34445  1.08173  0.12
H  0.42673  -3.28751  0.48214  0.10
H  1.75045  -3.17686  -0.81269  0.09
H  -0.03279  -3.35821  -1.10416  0.07
H  -2.31671  1.03226  0.00374  0.07
H  -1.53216  2.16009  0.73203  0.04
C  3.50087  -1.40358  1.41786  -0.07
C  3.50359  -0.69825  2.77765  -0.31
O  3.30640  -1.56600  3.87161  -0.08
H  4.43734  -1.94436  1.28125  0.07
H  3.25722  -0.71031  0.61281  0.05
H  2.74561  -2.18926  1.43774  0.06
H  2.58427  -0.11298  2.79812  0.08
H  4.32660  -0.00815  2.96345  0.12
H  2.37998  -1.80734  3.80012  0.02
C  -1.16810  1.88403  -3.63236  -0.07
C  -2.59021  2.16846  -3.17080  -0.26
O  -2.67340  3.45760  -2.51818  -0.10
H  -0.77458  2.56615  -4.38600  0.09
H  -1.23589  0.86285  -4.00744  0.07
H  -0.46529  1.69518  -2.82088  0.04
H  -2.89578  1.44417  -2.41572  0.09
H  -3.26483  2.12031  -4.02561  0.12
H  -2.83226  4.09782  -3.21565  0.09
C  -0.96090  -2.74940  -3.87497  -0.08
C  0.34004  -3.09204  -4.60146  -0.32
O  0.84717  -1.89419  -5.10623  -0.08
H  -1.61974  -2.11272  -4.46545  0.08
H  -0.74561  -2.17324  -2.97509  0.04
H  -1.50911  -3.60319  -3.47668  0.06
H  0.24593  -3.84930  -5.37978  0.11
H  1.10405  -3.48800  -3.93243  0.10
H  1.19879  -1.36983  -4.38303  0.03
C  -3.89656  -1.17191  -1.37370  -0.10
C  -3.88516  -2.65610  -1.53897  -0.33
O  -5.15210  -3.18855  -1.18613  -0.06
H  -4.72333  -0.68978  -1.89534  0.09
H  -2.99718  -0.69926  -1.76841  0.04
H  -3.90800  -0.95447  -0.30568  0.08
H  -3.03999  -2.98553  -0.93459  0.10
H  -3.69152  -2.96999  -2.56468  0.10
H  -5.03817  -3.54035  -0.30021  0.08
C  0.03880  2.66202  4.48712  -0.15
O  0.77195  3.77222  4.96429  -0.11
H  0.35235  1.75876  5.01047  0.08
H  -1.03470  2.82976  4.57398  0.07
H  0.26083  2.52511  3.42879  0.05
H  0.37308  4.56078  4.58922  0.07
C  1.31790  -6.24279  -1.67724  -0.15
O  1.83295  -6.17659  -2.96183  -0.11
H  0.96040  -7.26053  -1.52072  0.09
H  2.17636  -6.11781  -1.01730  0.07
H  0.53156  -5.52887  -1.43211  0.07
H  1.13714  -6.24581  -3.61959  0.09
C  -1.26367  5.16978  0.21636  -0.13
O  -1.31169  3.79521  -0.10493  -0.16
H  -0.40395  5.30678  0.87228  0.08
H  -1.07708  5.77329  -0.67192  0.08
H  -2.16865  5.54810  0.69175  0.07
H  -1.91935  3.72962  -0.84524  0.03
C  4.58394  -4.70297  -0.90139  -0.16
O  4.44493  -5.17739  -2.22679  -0.12
H  3.97674  -3.79821  -0.87317  0.05
H  4.23018  -5.41346  -0.15430  0.07
H  5.61946  -4.47215  -0.65134  0.08
H  3.54562  -5.41172  -2.46749  0.02
C  -4.30665  3.62684  1.93728  -0.18
O  -5.55639  3.10733  2.33336  -0.10
H  -4.30573  3.91012  0.88475  0.07
H  -4.17317  4.61656  2.37400  0.08
H  -3.42837  3.00794  2.12080  0.06
H  -5.63451  2.18798  2.06825  0.08
C  2.75096  0.04603  -2.54626  -0.11
O  1.47084  -0.50712  -2.84233  -0.15
H  2.90644  0.86621  -3.24714  0.08
H  2.89234  0.52909  -1.57943  0.07
H  3.47098  -0.76683  -2.64073  0.09
H  1.23951  -0.90721  -2.00089  0.02
C  -2.99585  0.37346  4.19590  -0.15
O  -3.15596  -0.08621  2.87918  -0.16
H  -3.00348  1.46068  4.11847  0.06
H  -3.70336  -0.08528  4.88661  0.09
H  -1.96508  0.15800  4.47730  0.04
H  -2.64074  0.41266  2.24100  0.00
C  1.83248  3.69709  -1.64807  -0.15
O  3.19640  4.10364  -1.79533  -0.11
H  1.80864  3.14068  -0.71109  0.06
H  1.14995  4.53296  -1.49450  0.07
H  1.45185  3.07978  -2.46179  0.07
H  3.21389  4.56950  -2.63455  0.07
C  -0.20832  -1.77078  4.29060  -0.16
O  0.82731  -2.71175  4.17062  -0.11
H  -0.73762  -1.75825  5.24337  0.09
H  0.25772  -0.79388  4.16187  0.07
H  -0.98173  -1.81647  3.52388  0.07
H  0.45498  -3.51104  4.55021  0.10
C  2.59830  4.66045  2.23784  -0.19
O  3.72767  3.97215  2.63115  -0.10
H  1.85524  3.93215  1.91296  0.05
H  2.14155  5.24479  3.03660  0.08
H  2.87773  5.31185  1.40978  0.08
H  4.13243  3.55355  1.86791  0.08

Calculated values
charge = 0

# 3
Entry from the OMol25 dataset: an isolated molecule of C4H9NO2 (wB97M-V/def2-TZVPD).

Each line ends with the Löwdin charge.
Atoms and positions in Å:
C  2.14677  -0.27191  -1.25518  -0.11
N  0.97533  -0.08276  -0.43332  -0.02
C  1.00850  0.67499  0.57714  -0.24
O  -0.08673  0.98911  1.27580  -0.05
C  -1.35292  0.79960  0.60326  -0.16
C  -1.92584  -0.61312  0.66374  -0.26
O  -1.44587  -1.48655  -0.31982  -0.08
H  2.53952  -1.28682  -1.13792  0.08
H  1.84122  -0.17594  -2.30091  0.08
H  2.94317  0.45684  -1.05438  0.08
H  1.90328  1.16332  0.98624  0.15
H  -2.01955  1.49451  1.11768  0.12
H  -1.23544  1.10384  -0.44305  0.13
H  -1.76301  -0.99946  1.68251  0.12
H  -3.01101  -0.53583  0.51374  0.12
H  -0.51743  -1.22982  -0.47553  0.04

Calculated values
SMILES string = C/N=C/OCCO
charge = 0

Sequential E_LUMO output: 1.10 0.16 0.96 eV
Sequential Kohn-Sham gap output: 9.21 9.83 10.81 eV